The following is a quantum chemistry calculation of a molecular structure, C6H14NO, from OMol25.

The geometry in XYZ format:
```
22
Properties=species:S:1:pos:R:3:mulliken_charge:R:1
C 0.402 -1.223 2.473 0.2952
N -0.909 -1.296 2.799 -0.6559
C -1.008 -0.015 -0.687 -0.3514
C 0.370 -0.482 -1.308 -0.4831
C 0.789 0.632 -2.303 -0.5773
O -0.128 0.689 -3.342 -0.8841
C -1.265 1.496 -0.683 -1.2432
C 1.470 -0.180 3.092 -1.1108
H 0.937 -2.093 1.791 0.2412
H -0.495 -0.360 2.245 0.2998
H -1.111 -0.446 0.325 0.2699
H -1.829 -0.436 -1.295 0.2825
H 1.150 -0.808 -0.555 0.2429
H 0.184 -1.332 -2.007 0.2296
H 0.999 1.622 -1.769 0.1841
H 1.837 0.318 -2.654 0.3038
H -1.593 1.825 -1.703 0.3165
H -0.311 1.966 -0.359 0.1904
H -2.059 1.710 0.057 0.4245
H 1.701 0.666 2.442 0.2925
H 0.966 0.079 4.042 0.3900
H 2.466 -0.531 3.084 0.3427
```

Values from the calculation:
Multiplicity = 1
Strongest force on any atom = 4.86 eV/A
Energy relative to the best compared isomer or geometry (same formula, charge and spin) = 503.31 kJ/mol
Total charge = -1